1.
DFT (wB97M-V/def2-TZVPD) results for C41H40BrLaN7O11SSb as an isolated structure.

Geometry as ORCA input:
```
! wB97M-V def2-TZVPD RIJCOSX def2/J DEFGRID3
* xyz 0 1
La 13.09 14.05 13.30
N 11.83 14.92 10.87
C 10.65 15.81 10.84
C 9.76 15.57 12.05
N 10.53 15.40 13.30
H 12.55 15.26 10.23
H 11.54 14.02 10.45
H 10.11 15.71 9.87
H 11.00 16.84 10.89
H 9.15 14.67 11.86
H 9.06 16.42 12.16
H 9.86 15.26 14.07
H 10.96 16.31 13.54
O 10.33 13.84 16.14
C 10.89 13.01 15.41
O 12.13 12.64 15.37
C 9.97 12.30 14.34
C 8.77 11.77 14.83
C 7.96 11.13 13.93
C 8.21 11.01 12.59
C 9.37 11.59 12.10
C 10.43 12.12 12.99
O 11.64 12.30 12.67
N 9.44 11.54 10.64
O 8.68 10.78 10.04
O 10.31 12.26 10.09
N 6.76 10.46 14.51
O 5.99 9.90 13.74
O 6.69 10.51 15.75
H 8.55 11.89 15.91
H 7.50 10.54 11.88
N 16.57 8.29 12.24
C 15.87 9.34 12.73
C 14.47 9.36 12.76
C 13.85 10.47 13.29
N 14.48 11.58 13.73
C 15.81 11.52 13.76
C 16.53 10.42 13.31
H 16.05 7.55 11.80
H 17.56 8.18 12.35
H 13.87 8.55 12.36
H 12.76 10.49 13.39
H 16.34 12.40 14.12
H 17.61 10.44 13.36
N 16.62 15.85 11.75
C 17.17 15.14 12.93
C 16.21 15.39 14.13
O 16.29 16.56 14.61
O 15.36 14.53 14.43
H 16.36 15.23 10.98
H 17.22 16.63 11.50
H 15.72 16.30 12.05
H 18.18 15.50 13.14
H 17.19 14.07 12.68
Br 12.02 9.11 9.61
C 13.37 10.26 9.05
C 14.21 9.90 7.99
C 15.25 10.77 7.64
C 15.45 11.93 8.37
C 14.60 12.27 9.43
C 13.57 11.43 9.79
C 15.00 13.48 10.23
O 15.95 14.17 9.82
O 14.36 13.72 11.32
H 13.98 8.96 7.46
H 15.92 10.53 6.82
H 16.28 12.63 8.13
H 12.92 11.66 10.63
S 13.35 17.06 13.05
Sb 14.15 17.41 15.32
C 15.12 19.22 14.78
C 14.45 20.18 14.04
C 15.15 21.28 13.52
C 16.49 21.45 13.82
C 17.13 20.51 14.62
C 16.46 19.37 15.08
C 12.39 18.30 16.20
C 11.30 17.48 16.45
C 10.20 17.98 17.16
C 10.21 19.29 17.63
C 11.31 20.09 17.42
C 12.40 19.62 16.65
C 14.65 16.25 17.15
C 14.15 15.00 17.46
C 14.46 14.41 18.71
C 15.14 15.14 19.70
C 15.62 16.41 19.38
C 15.42 16.94 18.10
H 13.39 20.04 13.79
H 14.62 21.99 12.89
H 17.02 22.32 13.42
H 18.17 20.62 14.87
H 16.99 18.60 15.64
H 11.24 16.46 16.06
H 9.36 17.33 17.39
H 9.36 19.66 18.21
H 11.32 21.11 17.79
H 13.28 20.27 16.46
H 13.51 14.42 16.78
H 14.11 13.39 18.93
H 15.34 14.72 20.68
H 16.18 17.00 20.11
H 15.87 17.90 17.85
*
```

Properties
- ΔE to the lowest compared entry with this formula, charge and spin (eV) = 0.000
- frontier orbital gap (eV) = 7.23
- HOMO energy (eV) = -7.938
- F_max (eV/Å) = 2.7

***

2.
DFT (wB97M-V/def2-TZVPD) results for C41H40F3GeIrNO3PSbSe as an isolated structure.

Geometry as ORCA input:
```
! wB97M-V def2-TZVPD RIJCOSX def2/J DEFGRID3
* xyz 1 1
Ir 0.47 -0.95 -0.29
C 4.57 3.63 0.55
C 4.22 2.95 1.70
C 3.67 1.67 1.61
C 3.47 1.09 0.37
C 3.84 1.77 -0.79
C 4.39 3.04 -0.70
P 2.81 -0.59 0.16
C 4.29 -1.45 -0.39
C 4.28 -2.31 -1.49
C 5.45 -2.96 -1.86
C 6.61 -2.77 -1.14
C 6.63 -1.91 -0.05
C 5.48 -1.24 0.32
C 2.27 -1.18 1.78
C 2.91 -1.60 2.94
C 2.12 -1.95 4.03
C 0.72 -1.90 3.93
C 0.09 -1.54 2.75
C 0.88 -1.22 1.66
H 5.00 4.62 0.62
H 4.37 3.40 2.67
H 3.41 1.13 2.52
H 3.71 1.31 -1.76
H 4.68 3.57 -1.60
H 3.37 -2.46 -2.04
H 5.44 -3.63 -2.72
H 7.52 -3.29 -1.43
H 7.54 -1.75 0.50
H 5.51 -0.55 1.15
H 3.99 -1.64 3.00
H 2.58 -2.27 4.95
H 0.12 -2.18 4.78
H -0.99 -1.56 2.68
C 0.86 5.23 0.65
Ge -0.22 4.32 -0.69
C -2.12 4.33 -0.21
C 0.06 5.10 -2.45
C 0.41 2.44 -0.87
Se -0.36 1.21 0.40
C 0.35 1.96 2.04
H 0.70 6.31 0.56
H 1.92 5.03 0.49
H 0.60 4.94 1.67
H -2.32 5.17 0.46
H -2.42 3.41 0.30
H -2.73 4.44 -1.10
H -0.32 6.12 -2.47
H -0.45 4.52 -3.21
H 1.13 5.13 -2.69
H 1.50 2.38 -0.79
H 0.10 2.07 -1.85
H -0.32 2.77 2.30
H 1.36 2.33 1.87
H 0.34 1.19 2.81
F -4.97 -6.10 -3.58
C -4.32 -5.13 -2.91
C -3.52 -5.49 -1.84
C -2.85 -4.49 -1.15
C -2.98 -3.16 -1.53
C -3.81 -2.83 -2.61
C -4.48 -3.82 -3.31
Sb -2.11 -1.55 -0.47
C -3.23 -1.55 1.32
C -3.36 -0.39 2.08
C -4.07 -0.39 3.27
C -4.64 -1.58 3.69
F -5.32 -1.60 4.84
C -4.55 -2.75 2.95
C -3.84 -2.72 1.76
C -2.93 0.09 -1.52
C -4.13 0.68 -1.14
C -4.62 1.79 -1.83
C -3.88 2.28 -2.90
F -4.34 3.35 -3.55
C -2.70 1.70 -3.31
C -2.22 0.60 -2.61
H -3.43 -6.53 -1.56
H -2.21 -4.77 -0.33
H -3.94 -1.81 -2.92
H -5.12 -3.59 -4.15
H -2.92 0.55 1.75
H -4.18 0.50 3.88
H -5.02 -3.65 3.31
H -3.77 -3.63 1.17
H -4.70 0.29 -0.31
H -5.54 2.27 -1.55
H -2.17 2.10 -4.16
H -1.30 0.13 -2.93
O 2.03 -4.16 -0.71
N 0.94 -3.68 -0.85
O -0.08 -4.14 -0.38
O 0.81 -2.53 -1.56
*
```

Properties
- ΔE to the lowest compared entry with this formula, charge and spin (eV) = 1.004
- frontier orbital gap (eV) = 7.98
- HOMO energy (eV) = -11.234
- F_max (eV/Å) = 1.1

***

3.
DFT (wB97M-V/def2-TZVPD) results for C41H40F5N10NaO3 as an isolated structure.

Geometry as ORCA input:
```
! wB97M-V def2-TZVPD RIJCOSX def2/J DEFGRID3
* xyz 0 1
Na -0.01 1.07 -0.25
C 2.09 -4.59 -0.55
N 0.95 -3.70 -0.53
C 1.27 -2.46 0.16
C -0.24 -4.33 0.05
C -1.55 -4.03 -0.69
N -1.73 -2.62 -0.95
C -2.19 -2.13 -2.06
C -2.35 -0.69 -2.17
F -1.92 0.08 -1.14
C -2.96 -0.05 -3.21
F -3.11 1.28 -3.14
C -3.46 -0.72 -4.33
C -3.24 -2.07 -4.31
F -3.70 -2.83 -5.39
C -2.65 -2.76 -3.29
F -2.53 -4.12 -3.48
H 2.42 -4.89 0.46
H 2.93 -4.09 -1.05
H 1.85 -5.49 -1.12
H 1.56 -2.64 1.21
H 0.40 -1.81 0.14
H 2.09 -1.95 -0.34
H -0.35 -4.03 1.10
H -0.10 -5.41 0.05
H -2.35 -4.36 -0.01
H -1.61 -4.68 -1.57
H -4.06 -0.22 -5.08
N 3.49 3.67 -1.56
C 2.88 2.54 -1.14
N 2.38 2.33 0.02
C 2.31 3.42 0.89
N 1.55 3.40 1.93
N 0.70 2.31 1.93
C 0.56 1.71 3.03
C -0.33 0.53 3.09
C -0.71 0.01 4.32
C -1.55 -1.10 4.35
C -1.96 -1.65 3.15
C -1.52 -1.07 1.96
N -0.72 -0.01 1.93
C 3.10 4.62 0.59
C 3.25 5.68 1.49
C 3.91 6.83 1.12
C 4.43 6.94 -0.18
C 4.29 5.91 -1.08
C 3.63 4.74 -0.69
H 3.51 3.84 -2.55
H 2.83 1.74 -1.88
H 1.08 2.02 3.94
H -0.36 0.47 5.24
H -1.87 -1.52 5.30
H -2.62 -2.51 3.12
H -1.79 -1.49 0.99
H 2.82 5.57 2.48
H 4.03 7.64 1.82
H 4.94 7.85 -0.48
H 4.69 5.99 -2.08
F 0.96 -4.61 -3.97
C 0.59 -3.37 -4.38
C 0.82 -2.28 -3.58
C 0.51 -1.00 -4.04
C 0.65 0.14 -3.12
O 0.97 -0.06 -1.95
C 0.40 1.43 -3.71
C 0.02 1.51 -5.00
N -0.23 0.44 -5.81
C -0.60 0.67 -7.19
C -1.64 1.71 -7.47
C -1.97 0.26 -7.67
C 0.00 -0.84 -5.34
C -0.31 -1.97 -6.10
C -0.05 -3.24 -5.61
N -0.53 -4.36 -6.31
C -0.58 -4.43 -7.74
C -2.07 -4.58 -8.14
N -2.81 -5.07 -6.94
C -2.08 -6.21 -6.29
C -0.81 -5.61 -5.64
C 0.56 2.73 -2.91
O 1.26 3.61 -3.45
O -0.02 2.74 -1.81
H 1.20 -2.43 -2.58
H -0.10 2.48 -5.47
H 0.22 0.57 -7.89
H -1.49 2.33 -8.35
H -2.09 2.21 -6.63
H -2.05 -0.12 -8.67
H -2.61 -0.19 -6.93
H -0.82 -1.85 -7.04
H 0.00 -5.28 -8.11
H -0.17 -3.53 -8.18
H -2.22 -5.30 -8.95
H -2.51 -3.62 -8.42
H -3.77 -5.34 -7.18
H -2.88 -4.31 -6.24
H -1.86 -6.94 -7.07
H -2.74 -6.66 -5.55
H 0.00 -6.34 -5.72
H -1.01 -5.42 -4.60
*
```

Properties
- ΔE to the lowest compared entry with this formula, charge and spin (eV) = 0.106
- frontier orbital gap (eV) = 5.21
- HOMO energy (eV) = -6.000
- F_max (eV/Å) = 0.5

***

4.
DFT (wB97M-V/def2-TZVPD) results for C41H41As2N3W as an isolated structure.

Geometry as ORCA input:
```
! wB97M-V def2-TZVPD RIJCOSX def2/J DEFGRID3
* xyz 4 3
W -0.33 -0.88 -0.73
C -1.04 -2.85 -1.95
C -1.28 -1.77 -2.80
C -0.26 -0.81 -3.01
C 1.09 -1.14 -2.64
C 1.34 -2.25 -1.83
C 0.24 -3.02 -1.33
H -1.76 -3.65 -1.88
H -2.21 -1.68 -3.34
H -0.43 -0.05 -3.76
H 1.91 -0.58 -3.08
H 2.35 -2.58 -1.63
H 0.45 -3.93 -0.79
C 2.47 1.42 0.11
C 2.93 -0.03 0.24
As 1.49 -1.00 1.16
C 2.06 -2.83 1.49
C 1.18 -3.66 2.19
C 1.58 -4.92 2.59
C 2.87 -5.36 2.29
C 3.74 -4.54 1.59
C 3.34 -3.28 1.18
C 1.83 -0.16 2.94
C 2.95 -0.66 3.60
C 3.39 -0.03 4.76
C 2.71 1.07 5.26
C 1.60 1.56 4.60
C 1.15 0.95 3.44
As 0.73 1.55 -0.87
C -0.39 2.79 0.15
C -0.62 4.10 -0.23
C -1.44 4.90 0.56
C -2.04 4.40 1.70
C -1.83 3.08 2.08
C -1.01 2.28 1.30
C 1.32 2.62 -2.40
C 2.09 3.73 -2.06
C 2.61 4.53 -3.06
C 2.38 4.22 -4.40
C 1.60 3.12 -4.74
C 1.07 2.32 -3.74
H 3.20 2.01 -0.44
H 2.34 1.87 1.09
H 3.84 -0.08 0.84
H 3.16 -0.46 -0.74
H 0.19 -3.31 2.46
H 0.90 -5.56 3.14
H 3.19 -6.35 2.61
H 4.75 -4.88 1.38
H 4.04 -2.64 0.64
H 3.47 -1.53 3.24
H 4.27 -0.41 5.26
H 3.04 1.54 6.18
H 1.08 2.43 4.98
H 0.28 1.36 2.94
H -0.17 4.51 -1.12
H -1.62 5.93 0.27
H -2.68 5.03 2.30
H -2.30 2.69 2.97
H -0.84 1.24 1.57
H 2.28 3.98 -1.03
H 3.20 5.40 -2.80
H 2.81 4.83 -5.18
H 1.41 2.89 -5.77
H 0.44 1.49 -4.03
N -2.52 -2.72 0.77
C -3.10 -3.01 1.94
C -2.54 -2.17 2.90
C -1.62 -1.41 2.21
N -1.59 -1.73 0.90
H -2.74 -3.16 -0.10
H -3.86 -3.77 2.04
H -2.78 -2.13 3.95
H -0.97 -0.65 2.62
N -2.30 0.41 -0.76
C -3.40 0.14 -1.71
C -3.43 0.80 -2.93
C -4.52 0.63 -3.77
C -5.58 -0.18 -3.38
C -5.53 -0.85 -2.17
C -4.44 -0.70 -1.32
H -2.03 1.38 -0.92
H -2.72 0.42 0.16
H -2.62 1.48 -3.20
H -4.56 1.15 -4.71
H -6.45 -0.27 -4.01
H -6.35 -1.49 -1.85
H -4.43 -1.18 -0.35
*
```

Properties
- ΔE to the lowest compared entry with this formula, charge and spin (eV) = 1.440
- frontier orbital gap (spin up / spin down) (eV) = 6.09 / 4.11
- HOMO energy (spin up / spin down) (eV) = -19.037 / -19.027
- F_max (eV/Å) = 3.6

***

5.
DFT (wB97M-V/def2-TZVPD) results for C41H41B2N7O4Tl as an isolated structure.

Geometry as ORCA input:
```
! wB97M-V def2-TZVPD RIJCOSX def2/J DEFGRID3
* xyz -1 1
Tl 0.58 0.62 -1.13
C -2.29 -1.37 4.77
C -2.61 -0.69 3.48
C -3.65 0.17 3.19
C -3.43 0.53 1.84
N -2.36 -0.07 1.36
N -1.87 -0.82 2.36
B -0.55 -1.60 2.20
N -0.52 -2.39 0.87
N -0.57 -1.76 -0.32
C -0.66 -2.70 -1.25
C -0.66 -3.98 -0.66
C -0.58 -3.74 0.69
C -0.57 -4.72 1.82
C -0.79 -2.33 -2.67
C -0.20 -3.10 -3.67
C -0.30 -2.72 -5.00
C -0.99 -1.57 -5.34
C -1.60 -0.81 -4.35
C -1.51 -1.19 -3.02
N 0.64 -0.63 2.27
N 0.50 0.70 2.13
C 1.71 1.23 2.30
C 2.66 0.22 2.57
C 1.93 -0.95 2.53
C 2.39 -2.36 2.66
C 1.90 2.67 2.15
C 0.84 3.47 1.71
C 1.01 4.83 1.52
C 2.25 5.43 1.77
C 3.31 4.64 2.20
C 3.13 3.27 2.38
C -4.20 1.46 0.99
C -3.69 1.82 -0.26
C -4.40 2.69 -1.08
C -5.62 3.22 -0.66
C -6.12 2.86 0.58
C -5.42 1.99 1.40
H -3.02 -1.09 5.52
H -1.30 -1.09 5.12
H -2.30 -2.46 4.66
H -4.42 0.50 3.87
H -0.46 -2.40 3.10
H -0.74 -4.94 -1.15
H -0.71 -5.72 1.42
H -1.36 -4.51 2.53
H 0.38 -4.69 2.36
H 0.37 -3.98 -3.39
H 0.19 -3.32 -5.76
H -1.06 -1.27 -6.38
H -2.15 0.09 -4.62
H -2.00 -0.62 -2.25
H 3.72 0.32 2.70
H 3.42 -2.39 3.00
H 2.33 -2.88 1.70
H 1.77 -2.92 3.37
H -0.12 3.00 1.51
H 0.18 5.44 1.18
H 2.38 6.49 1.63
H 4.28 5.08 2.39
H 3.97 2.66 2.70
H -2.73 1.43 -0.57
H -3.99 2.97 -2.04
H -6.17 3.90 -1.30
H -7.07 3.27 0.92
H -5.82 1.72 2.36
O 2.32 -0.74 -3.84
B 1.99 -0.94 -2.47
O 2.57 -2.18 -2.09
C 3.17 -2.70 -3.19
C 3.83 -3.90 -3.33
C 4.34 -4.21 -4.60
C 4.19 -3.33 -5.66
C 3.52 -2.11 -5.51
C 3.02 -1.83 -4.26
H 3.94 -4.58 -2.49
H 4.86 -5.15 -4.75
H 4.59 -3.60 -6.63
H 3.39 -1.43 -6.33
O 5.24 2.40 -0.14
C 4.00 2.07 -0.51
O 3.55 0.96 -0.37
C 3.20 3.20 -1.15
N 3.98 4.46 -1.12
C 4.10 4.98 -2.50
C 4.01 3.72 -3.35
C 2.92 2.92 -2.64
H 2.28 3.28 -0.58
H 5.29 3.36 -0.36
H 3.57 5.12 -0.48
H 5.04 5.51 -2.62
H 3.28 5.66 -2.75
H 4.96 3.18 -3.32
H 3.78 3.93 -4.39
H 2.93 1.85 -2.86
H 1.94 3.31 -2.90
*
```

Properties
- ΔE to the lowest compared entry with this formula, charge and spin (eV) = 0.000
- frontier orbital gap (eV) = 6.01
- HOMO energy (eV) = -3.734
- F_max (eV/Å) = 0.2